17
Properties=species:S:1:pos:R:3 method="wB97M-V/def2-TZVPD" orbital_gap_ev=6.8 total_charge=0 de_lowest_ev=4.895 homo_energy_ha=-0.251
C -1.768 1.453 -0.554
C -0.408 0.804 -0.505
C 0.499 1.265 0.611
O 1.829 0.778 0.450
C 0.431 -1.307 -0.389
C 0.638 -2.543 0.408
O -0.605 -0.608 -0.183
H -2.299 1.235 -1.489
H -1.638 2.541 -0.517
H -2.440 1.174 0.277
H 2.024 0.973 -0.479
H 0.204 0.889 1.609
H 0.476 2.362 0.647
H 1.131 -0.956 -1.140
H 0.567 -2.312 1.475
H -0.139 -3.280 0.176
H 1.616 -2.978 0.200

***

15
Properties=species:S:1:pos:R:3 method="wB97M-V/def2-TZVPD" orbital_gap_ev=8.3 total_charge=0 de_lowest_ev=4.587 homo_energy_ha=-0.280
C 0.043 0.006 -2.046
C 0.285 -0.466 -0.629
O 1.474 0.122 -0.086
C 1.153 0.185 1.251
C 0.180 1.041 1.645
C -0.898 -0.034 0.274
O -1.539 -1.143 0.667
H -0.126 1.087 -2.052
H 0.896 -0.232 -2.688
H -0.848 -0.490 -2.447
H 0.412 -1.557 -0.599
H 1.599 -0.577 1.891
H -0.187 0.976 2.666
H -0.009 1.969 1.122
H -2.381 -0.875 1.061

***

89
Properties=species:S:1:pos:R:3 method="wB97M-V/def2-TZVPD" orbital_gap_ev="3.7 / 3.8" total_charge=0 de_lowest_ev=0.000 homo_energy_ha="-0.171 / -0.171"
P 0.616 2.412 -0.561
P -0.467 -0.670 -2.433
C 0.857 1.944 -2.321
C -0.304 1.137 -2.920
H 1.809 1.399 -2.466
H 0.972 2.885 -2.887
H -1.281 1.577 -2.636
H -0.251 1.169 -4.023
C 1.267 -1.338 -2.581
H 1.329 -2.223 -1.922
H 2.051 -0.618 -2.249
H 1.484 -1.667 -3.614
C -1.127 -1.312 -4.050
H -0.341 -1.297 -4.815
H -1.968 -0.687 -4.377
H -1.483 -2.340 -3.918
C 2.259 2.903 0.020
H 2.103 3.523 0.909
H 2.811 3.528 -0.692
H 2.881 2.044 0.340
C -0.512 3.799 -0.447
H -1.397 3.620 -1.064
H -0.065 4.747 -0.775
H -0.819 3.915 0.606
Ba 4.374 1.033 -2.024
C 3.630 1.056 -4.584
C 4.764 0.310 -4.408
C 6.157 0.863 -4.291
C 6.327 2.412 -4.068
C 5.515 3.064 -2.986
C 4.215 3.466 -3.070
C 3.467 3.603 -4.364
C 3.609 2.374 -5.305
C 0.203 0.953 0.415
H 2.633 0.599 -4.457
H 4.698 -0.788 -4.317
H 6.738 0.591 -5.188
H 6.691 0.330 -3.467
H 7.380 2.548 -3.764
H 6.272 2.930 -5.032
H 6.094 3.288 -2.063
H 3.742 4.026 -2.242
H 3.776 4.503 -4.930
H 2.403 3.798 -4.167
H 2.753 2.383 -6.007
H 4.494 2.514 -5.940
H -0.764 0.501 0.142
H 0.064 1.255 1.463
H 0.991 0.192 0.384
C -4.485 -0.476 -0.141
Si -3.889 -2.272 -0.139
C -5.198 -3.379 0.629
C -3.611 -2.836 -1.909
Si -1.876 -2.213 1.012
Si -2.521 -2.317 3.261
C -3.502 -3.859 3.747
C -0.953 -2.261 4.306
C -3.600 -0.813 3.628
Si -0.581 -4.126 0.676
C -1.242 -5.625 1.619
C -0.498 -4.567 -1.152
C 1.150 -3.705 1.311
H -5.525 -0.451 -0.497
H -3.873 0.133 -0.821
H -4.448 -0.016 0.855
H -6.058 -3.423 -0.055
H -4.834 -4.405 0.770
H -5.558 -3.005 1.594
H -2.779 -2.305 -2.384
H -3.413 -3.913 -1.970
H -4.519 -2.628 -2.493
H -2.915 -4.779 3.653
H -3.783 -3.743 4.803
H -4.424 -3.981 3.167
H -0.454 -1.287 4.213
H -1.230 -2.407 5.360
H -0.234 -3.044 4.027
H -3.005 0.110 3.595
H -4.440 -0.708 2.929
H -4.010 -0.920 4.644
H -2.309 -5.800 1.420
H -0.683 -6.513 1.281
H -1.102 -5.530 2.705
H -0.374 -3.687 -1.796
H 0.364 -5.233 -1.315
H -1.402 -5.103 -1.472
H 1.864 -3.783 0.482
H 1.205 -2.692 1.728
H 1.442 -4.419 2.091

***

27
Properties=species:S:1:pos:R:3 method="wB97M-V/def2-TZVPD" orbital_gap_ev=9.0 total_charge=0 de_lowest_ev=6.882 homo_energy_ha=-0.305 smiles="[H]/N=c1/cnn(N(C)c2ccccc2C)o1"
H -1.539 -1.945 -4.343
N -2.164 -2.142 -3.626
C -1.737 -1.969 -2.459
C -2.436 -2.316 -1.182
N -1.839 -1.959 -0.164
N -0.596 -1.411 -0.558
N 0.758 -0.748 -0.114
C 1.573 -1.788 0.468
C 0.462 0.358 0.797
C -0.415 0.323 1.908
C -0.736 1.540 2.484
C -0.310 2.761 2.072
C 0.456 2.711 0.910
C 0.942 1.599 0.365
C 1.895 1.703 -0.791
O -0.573 -1.394 -1.997
H -3.330 -2.773 -1.144
H 2.000 -2.475 -0.200
H 2.270 -1.092 0.977
H 0.939 -2.310 1.220
H -0.855 -0.618 2.318
H -1.284 1.447 3.408
H -0.776 3.720 2.532
H 0.756 3.589 0.369
H 2.244 0.711 -0.992
H 1.537 2.070 -1.786
H 2.758 2.406 -0.470

***

53
Properties=species:S:1:pos:R:3 method="wB97M-V/def2-TZVPD" spin_multiplicity=6 orbital_gap_ev="5.1 / 5.0" total_charge=+1 de_lowest_ev=0.000 homo_energy_ha="-0.302 / -0.404"
Ir -0.170 -0.676 0.465
Cl -2.451 6.379 0.420
C -2.013 4.733 0.713
C -1.749 4.317 2.024
C -1.402 3.013 2.279
Cl -1.077 2.507 3.896
C -1.293 2.052 1.246
O -0.982 0.828 1.560
C -1.557 2.500 -0.071
C -1.504 1.634 -1.221
O -1.150 0.453 -1.265
C -1.926 3.838 -0.317
H -1.820 5.022 2.840
H -1.825 2.093 -2.168
H -2.140 4.154 -1.330
C 2.097 -4.798 -1.850
N 2.498 -3.402 -1.989
C 3.582 -2.951 -2.711
C 3.616 -1.616 -2.583
N 2.537 -1.243 -1.781
C 1.865 -2.368 -1.411
S 0.493 -2.646 -0.413
C 2.324 0.131 -1.437
C 2.781 1.107 -2.311
C 2.737 2.427 -1.898
C 2.251 2.726 -0.635
C 1.757 1.691 0.133
N 1.762 0.415 -0.271
H 2.799 -5.407 -2.411
H 1.093 -4.937 -2.246
H 2.114 -5.085 -0.801
H 4.238 -3.621 -3.235
H 4.330 -0.904 -2.948
H 3.152 0.849 -3.291
H 3.088 3.210 -2.557
H 2.228 3.739 -0.260
H 1.330 1.865 1.112
N -1.258 -1.318 3.697
C -0.338 -1.258 4.716
C 2.344 -0.605 3.805
O 2.789 -0.627 4.869
O 1.960 -0.558 2.707
H -1.521 -0.489 3.192
H -1.604 -2.197 3.364
H -0.169 -2.155 5.292
H -0.185 -0.299 5.190
N -2.881 -1.803 0.229
C -3.758 -1.822 -0.517
C -4.822 -1.803 -1.446
C -4.541 -1.480 -2.789
N -4.282 -1.209 -3.880
C -6.134 -2.087 -1.027
N -7.208 -2.319 -0.676

***

49
Properties=species:S:1:pos:R:3 method="wB97M-V/def2-TZVPD" orbital_gap_ev=8.6 total_charge=+1 de_lowest_ev=1.405 homo_energy_ha=-0.439
Pd -0.222 -0.728 -0.364
C 2.693 -0.947 4.302
N 1.459 -0.657 3.580
C 0.219 -0.520 4.332
C 1.406 -0.660 2.227
N 0.291 -0.465 1.582
N 2.601 -0.876 1.596
C 2.942 -0.640 0.253
N 4.151 -1.212 -0.053
N 2.206 0.074 -0.492
H 2.492 -0.886 5.366
H 3.471 -0.214 4.080
H 3.061 -1.956 4.095
H 0.456 -0.475 5.390
H -0.452 -1.368 4.167
H -0.295 0.407 4.072
H -0.506 -0.357 2.189
H 3.385 -1.078 2.191
H 4.358 -2.111 0.355
H 4.440 -1.129 -1.015
H 2.530 0.081 -1.454
F -0.342 1.502 -3.191
C -0.770 0.552 -4.020
F -2.096 0.494 -3.964
F -0.387 0.845 -5.251
S -0.016 -1.086 -3.595
O 1.349 -0.811 -3.271
O -0.378 -1.976 -4.639
N -0.880 -1.406 -2.217
S -0.923 -2.925 -1.674
O -0.746 -3.984 -2.593
O -0.099 -2.896 -0.455
C -2.680 -3.039 -1.090
F -3.481 -2.879 -2.128
F -2.843 -4.239 -0.562
F -2.966 -2.114 -0.171
N -2.602 4.944 -0.704
C -2.079 3.705 -0.617
C -0.731 3.498 -0.282
C -0.239 2.222 -0.205
N -0.998 1.138 -0.436
C -2.289 1.322 -0.760
C -2.861 2.563 -0.855
H -2.027 5.758 -0.579
H -3.554 5.085 -0.989
H -0.072 4.335 -0.095
H 0.800 2.025 0.020
H -2.868 0.430 -0.954
H -3.905 2.649 -1.122

***

71
Properties=species:S:1:pos:R:3 method="wB97M-V/def2-TZVPD" orbital_gap_ev=7.7 total_charge=0 de_lowest_ev=0.000 homo_energy_ha=-0.276
Au 0.676 -3.166 -0.136
C -2.429 3.952 1.381
C -1.542 4.101 0.322
C -0.870 2.998 -0.184
C -1.079 1.728 0.353
C -1.961 1.595 1.424
C -2.636 2.698 1.935
Sb -0.062 -0.023 -0.373
C -0.852 -0.017 -2.365
C -0.454 -1.042 -3.222
C -0.924 -1.099 -4.528
C -1.811 -0.138 -4.988
C -2.223 0.881 -4.140
C -1.746 0.941 -2.837
C 1.745 1.027 -0.838
C 2.332 1.816 0.148
C 3.504 2.514 -0.106
C 4.108 2.422 -1.353
C 3.539 1.626 -2.337
C 2.362 0.934 -2.081
H -2.952 4.813 1.777
H -1.370 5.081 -0.107
H -0.170 3.129 -1.002
H -2.116 0.622 1.880
H -3.316 2.576 2.769
H 0.239 -1.802 -2.873
H -0.595 -1.896 -5.184
H -2.179 -0.180 -6.006
H -2.916 1.635 -4.494
H -2.081 1.740 -2.188
H 1.869 1.901 1.126
H 3.945 3.130 0.668
H 5.020 2.968 -1.557
H 4.012 1.541 -3.307
H 1.929 0.319 -2.860
C 6.431 0.220 0.755
C 5.110 -0.430 1.030
C 4.465 -0.308 2.257
C 3.237 -0.926 2.370
N 2.679 -1.619 1.384
C 3.391 -1.711 0.246
S 2.742 -2.623 -1.097
N 4.574 -1.128 0.035
H 6.854 0.672 1.651
H 6.300 0.991 -0.005
H 7.127 -0.516 0.354
H 4.899 0.248 3.076
H 2.666 -0.864 3.293
Te -1.553 -3.879 0.943
C -1.559 -2.624 2.633
C -0.463 -1.817 2.920
C -0.510 -0.977 4.025
C -1.639 -0.940 4.831
C -2.727 -1.754 4.544
C -2.686 -2.604 3.448
C -2.790 -2.667 -0.277
C -3.043 -3.107 -1.569
C -3.801 -2.321 -2.425
C -4.300 -1.101 -1.993
C -4.044 -0.667 -0.701
C -3.290 -1.451 0.163
H 0.414 -1.831 2.281
H 0.337 -0.342 4.249
H -1.672 -0.278 5.686
H -3.607 -1.731 5.174
H -3.535 -3.241 3.228
H -2.638 -4.048 -1.924
H -3.985 -2.655 -3.437
H -4.874 -0.482 -2.670
H -4.416 0.292 -0.362
H -3.090 -1.103 1.168

***

75
Properties=species:S:1:pos:R:3 method="wB97M-V/def2-TZVPD" spin_multiplicity=5 orbital_gap_ev="8.9 / 6.1" total_charge=+1 de_lowest_ev=0.211 homo_energy_ha="-0.393 / -0.402"
Pd 0.328 0.829 -0.046
C -1.268 4.984 2.184
Si -0.190 3.754 1.252
C 1.421 3.581 2.213
C 0.178 4.240 -0.536
N -0.844 2.124 1.108
C -2.007 1.573 1.496
C -3.182 2.351 1.687
C -4.355 1.762 2.097
C -4.409 0.392 2.352
C -3.273 -0.396 2.167
C -2.097 0.171 1.739
H -0.656 5.853 2.434
H -1.636 4.563 3.122
H -2.126 5.344 1.615
H 1.882 4.562 2.347
H 2.123 2.934 1.686
H 1.247 3.152 3.201
H 0.858 5.092 -0.572
H -0.726 4.506 -1.087
H 0.664 3.407 -1.051
H -3.142 3.410 1.475
H -5.240 2.373 2.218
H -5.327 -0.061 2.700
H -3.312 -1.459 2.367
H -1.208 -0.440 1.629
C 1.461 -2.157 4.653
N 1.155 -1.049 3.768
C 1.801 -0.760 2.619
N 2.779 -1.613 2.212
O 1.488 0.225 1.933
H 0.709 -2.197 5.437
H 2.438 -2.038 5.127
H 1.432 -3.104 4.110
H 0.451 -0.383 4.033
H 3.264 -2.197 2.872
H 3.310 -1.288 1.419
C -0.292 -4.848 -0.535
C -1.064 -4.437 -1.617
C -1.229 -3.096 -1.902
C -0.615 -2.121 -1.089
C 0.235 -2.557 -0.052
C 0.374 -3.897 0.235
N -0.742 -0.779 -1.285
C -1.831 -0.158 -1.825
C -3.136 -0.699 -1.813
C -4.197 0.040 -2.292
C -3.996 1.317 -2.808
C -2.716 1.865 -2.834
C -1.649 1.147 -2.342
H -0.194 -5.901 -0.310
H -1.543 -5.172 -2.251
H -1.788 -2.789 -2.776
H 0.773 -1.808 0.515
H 1.009 -4.205 1.055
H -3.297 -1.677 -1.382
H -5.194 -0.381 -2.265
H -4.836 1.885 -3.185
H -2.556 2.848 -3.256
H -0.634 1.529 -2.404
C 4.980 -0.935 -2.122
C 3.554 -1.095 -2.666
C 3.510 -0.682 -4.144
C 3.090 -2.551 -2.521
C 2.645 -0.232 -1.896
C 1.922 0.515 -1.265
H 5.680 -1.531 -2.711
H 5.038 -1.260 -1.082
H 5.287 0.110 -2.166
H 4.200 -1.300 -4.722
H 3.794 0.363 -4.259
H 2.505 -0.806 -4.548
H 3.754 -3.206 -3.088
H 2.073 -2.671 -2.898
H 3.095 -2.865 -1.475

***

19
Properties=species:S:1:pos:R:3 method="wB97M-V/def2-TZVPD" orbital_gap_ev=10.5 total_charge=+1 de_lowest_ev=1.535 homo_energy_ha=-0.496
O -3.352 -0.056 2.075
H -3.968 -0.507 1.507
H -3.414 -0.585 2.860
O 0.929 2.350 -5.349
H 1.422 1.938 -6.114
H 1.171 3.341 -5.302
O 1.621 -0.570 3.153
H 2.262 0.066 2.859
H 1.936 -0.867 3.918
O -0.694 0.389 -0.564
H 0.062 0.784 -1.047
H -1.389 0.372 -1.273
O 1.706 -1.440 -1.108
H 2.615 -1.698 -1.444
H 1.296 -1.703 -1.900
O -0.573 -0.601 1.925
H -0.345 -0.098 1.073
H -1.524 -0.371 2.180
H 0.239 -0.745 2.552

***

24
Properties=species:S:1:pos:R:3 method="wB97M-V/def2-TZVPD" orbital_gap_ev=10.0 total_charge=+1 de_lowest_ev=0.149 homo_energy_ha=-0.519
C -1.302 1.331 -1.377
C -0.401 0.316 -1.120
C -1.567 2.269 -0.464
C -2.616 -2.111 0.771
C 0.737 1.660 1.287
C 2.104 -1.362 -1.223
C -0.225 0.433 1.184
C 1.087 -1.198 -0.082
N 0.048 -0.197 -0.043
O -1.812 3.197 0.144
O -1.947 -2.863 0.279
O -3.159 -1.304 1.344
H -1.664 1.547 -2.302
H -0.062 -0.358 -1.977
H 0.460 2.199 0.457
H 0.535 2.170 2.138
H 1.753 1.304 1.373
H 2.674 -0.542 -1.401
H 2.864 -2.053 -0.939
H 1.663 -1.583 -2.154
H -1.303 0.612 1.285
H -0.019 -0.262 1.950
H 1.634 -1.048 0.781
H 0.517 -2.155 0.091

***

17
Properties=species:S:1:pos:R:3 method="wB97M-V/def2-TZVPD" orbital_gap_ev=10.0 total_charge=0 homo_energy_ha=-0.374 smiles="O=C(Cl)Cc1c(F)c(F)c(F)c(F)c1F"
O -2.523 0.769 1.315
C -2.477 -0.386 0.961
Cl -3.891 -1.425 1.348
C -1.273 -1.271 0.558
C -0.092 -0.360 0.111
C 0.251 -0.334 -1.333
F -0.640 -1.031 -2.159
C 1.217 0.514 -1.798
F 1.563 0.544 -3.141
C 2.008 1.271 -0.902
F 3.008 2.143 -1.362
C 1.729 1.158 0.502
F 2.515 1.696 1.410
C 0.658 0.421 0.959
F 0.514 0.219 2.345
H -1.575 -1.944 -0.224
H -0.992 -1.983 1.408

***

44
Properties=species:S:1:pos:R:3 method="wB97M-V/def2-TZVPD" orbital_gap_ev=6.3 total_charge=-1 homo_energy_ha=-0.144
Na 0.503 -0.278 0.595
C -0.828 2.120 -1.351
N 0.206 1.986 -0.342
C -0.047 2.881 0.778
C 1.534 2.205 -0.898
C 1.937 1.123 -1.906
N 1.492 -0.148 -1.393
C 1.879 -1.291 -1.918
C 1.312 -2.483 -1.367
F 0.401 -2.311 -0.362
C 1.606 -3.746 -1.793
F 1.003 -4.799 -1.203
C 2.505 -3.981 -2.824
C 3.069 -2.854 -3.397
F 3.950 -3.025 -4.408
C 2.785 -1.573 -2.988
F 3.404 -0.557 -3.650
H -0.831 3.124 -1.810
H -1.803 1.942 -0.894
H -0.675 1.376 -2.134
H -0.028 3.944 0.475
H 0.710 2.725 1.548
H -1.021 2.657 1.213
H 2.242 2.171 -0.065
H 1.611 3.201 -1.369
H 3.022 1.183 -2.040
H 1.488 1.337 -2.889
H 2.747 -4.977 -3.158
O -2.693 1.224 3.043
C -1.629 0.695 3.337
N -0.724 0.175 2.483
S 0.602 -0.341 3.224
O 1.729 0.495 2.859
O 0.812 -1.750 2.998
C 0.073 -0.007 4.895
C 0.671 -0.234 6.116
C -0.026 0.147 7.256
C -1.283 0.736 7.154
C -1.869 0.956 5.914
C -1.176 0.574 4.780
H 1.651 -0.692 6.176
H 0.413 -0.019 8.232
H -1.807 1.024 8.057
H -2.847 1.410 5.821

***

Going through the records in order, we get strongest force on any atom values of 0.5; 0.5; 2.7; 5.9; 0.3; 0.4; 0.3; 1.3; 6.0; 5.0; 3.9; 0.7 eV/Å.